[1]
ORCA calculation (ωB97M-V with the def2-TZVPD basis set) on a gas-phase ion, C5H6N (charge +1) in a non-equilibrium geometry.

Structure (XYZ):
```
12
Properties=species:S:1:pos:R:3:forces:R:3
C 2.556 -0.476 -0.585 -3.8119 2.5769 1.4788
N 1.613 0.145 -0.337 4.2587 -3.2209 -2.0632
C 0.486 0.848 -0.342 -2.1602 3.3757 1.2648
C -0.110 0.922 1.170 0.6822 -0.1838 -1.9251
C -0.737 0.204 0.274 0.9973 1.9770 2.3053
C -1.836 -0.668 -0.078 0.7920 -3.0119 3.1290
H 3.238 -1.208 -0.747 2.1667 -1.6259 -0.4602
H 0.596 1.742 -1.072 -0.7085 -1.4878 1.3678
H 0.329 1.357 2.101 -1.0173 -0.4769 -1.0670
H -2.115 -0.443 -1.034 -1.2514 0.2571 -2.5019
H -2.675 -0.703 0.691 1.1471 0.3935 -1.1463
H -1.344 -1.722 -0.041 -1.0947 1.4270 -0.3819
```
Forces are in eV/Å.

* LUMO energy: -4.516 eV
* relative energy (zero: lowest compared OMol25 entry of this formula, charge and spin): 438.5 kJ/mol
* HOMO-LUMO gap: 0.376 hartree
* net charge: +1
* SMILES: C#[N+][C@@H]1C=C1C
* total energy: -6760.6325 eV
* strongest force on any atom: 5.7 eV/A

---

[2]
ORCA calculation (ωB97M-V with the def2-TZVPD basis set) on a molecular structure, C10H13ClIrN2O3 in a non-equilibrium geometry.

Structure (XYZ):
```
30
Properties=species:S:1:pos:R:3:forces:R:3
Cl -1.490 3.406 -2.422 -0.1280 0.3100 -0.3437
C -0.474 -1.421 -1.452 -1.9340 1.0143 -1.4139
C 0.922 -1.580 -1.266 2.2559 0.5052 -0.7580
C 1.608 -0.610 -2.048 -0.4925 -0.8579 -0.6165
H 1.385 -2.328 -0.638 0.0612 0.0980 -0.0350
C 0.595 0.192 -2.765 0.2191 -1.8257 0.2074
C -0.702 -0.323 -2.351 0.0197 -1.1691 -0.0065
H -1.662 0.078 -2.690 0.4386 -0.3340 0.0864
H -1.231 -2.067 -1.027 0.0089 0.1219 -0.0882
H 2.693 -0.489 -2.162 -0.6319 -0.0851 0.1192
C 0.849 1.304 -3.706 -0.0199 0.4768 0.4710
Ir 0.406 0.850 -0.724 -0.5168 1.2674 1.4709
C 1.811 1.614 0.252 6.1022 1.4107 3.0382
O 2.695 1.980 0.924 -3.4453 -0.9086 -2.1237
C -0.914 2.036 -0.022 -4.7755 1.6898 1.8755
O -1.719 2.670 0.532 2.7590 -1.4371 -1.2466
H 1.796 1.790 -3.443 -0.0471 -0.1193 -0.3825
H 0.054 2.060 -3.556 0.2933 -0.3303 -0.6059
H 0.868 0.926 -4.735 -0.0364 0.2754 0.0906
C 0.366 -0.908 4.303 0.7821 0.6140 -1.0465
N -0.798 -1.107 3.466 0.8559 -0.4733 3.5283
C -0.802 -0.759 2.152 0.8467 1.0386 -3.7751
N -2.005 -0.964 1.581 0.6673 -0.0905 1.2233
O 0.225 -0.318 1.585 -1.9321 -0.9121 1.4569
H 1.127 -0.444 3.631 -0.4523 -0.4291 0.7709
H 0.763 -1.853 4.738 -0.4898 0.1100 -0.2362
H 0.175 -0.246 5.179 -0.3879 -0.3217 -0.3791
H -1.669 -1.465 3.888 0.4384 0.0802 -0.0387
H -2.111 -0.661 0.633 -0.4217 -0.0038 -0.4506
H -2.759 -1.362 2.142 -0.0370 0.2853 -0.7921
```
Forces are in eV/Å.

* LUMO energy (spin up / spin down): -6.460 / -12.387 eV
* relative energy (zero: lowest compared OMol25 entry of this formula, charge and spin): 0.0 kJ/mol
* HOMO-LUMO gap (spin up / spin down): 0.218 / 0.157 hartree
* multiplicity: 6
* net charge: +2
* total energy: -35041.7225 eV
* strongest force on any atom: 7.0 eV/A

---

[3]
ORCA calculation (ωB97M-V with the def2-TZVPD basis set) on a molecular structure, C23H20CrN4O2S3Se2 in a non-equilibrium geometry.

Structure (XYZ):
```
55
Properties=species:S:1:pos:R:3:forces:R:3
Cr 1.218 -0.048 -0.112 0.9949 0.3390 0.5202
O 0.938 -1.637 5.881 -0.0636 0.1177 -0.1015
C 0.209 -0.843 4.938 -0.0042 -0.0888 0.0865
C 0.875 -0.718 3.562 0.1543 -0.1003 0.0150
C -0.163 0.007 2.688 0.0201 0.0649 -0.0415
O 0.404 0.853 1.679 0.0571 -0.0662 -0.0260
C 2.178 0.093 3.693 -0.1689 0.1532 0.0675
Se 1.936 2.018 4.164 -0.0102 -0.2308 -0.1619
C 1.140 -2.131 3.013 0.0498 0.1153 -0.0946
Se 1.969 -2.289 1.223 -0.0722 0.0394 -0.0783
H 1.796 -1.210 5.978 -0.0099 0.0101 0.0229
H 0.065 0.167 5.331 -0.0226 0.0412 0.0217
H -0.767 -1.325 4.835 0.0061 -0.0608 0.0145
H -0.800 0.632 3.317 -0.0127 0.0712 0.0199
H -0.790 -0.721 2.172 -0.0005 -0.0243 -0.0222
H 0.937 1.517 2.207 -0.0562 -0.0207 -0.0328
H 2.725 0.020 2.756 0.0219 0.0061 -0.0144
H 2.814 -0.369 4.453 0.0360 -0.0414 -0.0441
H 0.183 -2.658 2.971 0.0055 -0.0360 0.0510
H 1.781 -2.675 3.703 0.0105 -0.0016 0.0481
S 1.881 -0.183 -2.413 0.0298 0.1469 -0.1250
C 0.928 1.203 -2.988 -0.0415 -0.0241 -0.0784
C -0.434 0.985 -3.159 -0.0272 -0.1617 0.0117
C -1.328 1.931 -3.652 -0.5898 -0.3292 0.0162
C -2.720 1.583 -3.779 0.6276 0.4027 -0.1158
N -3.834 1.299 -3.887 -0.0692 -0.0723 0.0532
C -0.809 3.180 -4.014 -0.2836 0.6238 -0.2904
C 0.539 3.430 -3.854 0.2474 -0.0502 0.0617
C 1.479 2.487 -3.336 -0.2262 0.0787 -0.0189
S 3.122 2.945 -3.179 -0.1600 -0.1348 0.0515
C -1.663 4.215 -4.575 0.3939 -0.4624 0.2887
N -2.328 5.040 -5.023 -0.0461 0.0446 -0.0335
H -0.826 0.013 -2.894 0.0748 0.0169 -0.1351
H 0.925 4.401 -4.136 0.0212 -0.0018 0.0031
N -0.567 -0.801 -0.541 -0.8343 -0.2872 -0.0787
C -1.540 -1.317 -0.850 -0.5990 -0.3599 -0.0859
C -2.742 -2.021 -1.258 0.7470 0.4062 0.2254
C -2.808 -3.390 -1.048 -0.1160 -0.3618 0.0242
C -3.942 -4.077 -1.457 0.1559 0.0568 0.0737
C -4.985 -3.392 -2.066 -0.0356 0.0070 -0.0191
C -4.903 -2.023 -2.276 0.1073 0.0448 0.0553
C -3.774 -1.327 -1.869 -0.2493 0.1694 -0.1231
H -1.975 -3.896 -0.575 -0.0334 -0.0154 -0.0194
H -4.005 -5.146 -1.302 -0.0100 -0.0070 0.0020
H -5.868 -3.932 -2.386 -0.0004 -0.0098 -0.0050
H -5.709 -1.492 -2.764 0.0174 0.0270 -0.0093
H -3.684 -0.261 -2.042 -0.0745 -0.0971 -0.0154
S 4.625 2.914 0.764 0.2395 0.2025 0.0369
C 5.244 1.381 0.322 0.0796 0.0131 -0.0359
C 4.228 0.526 0.087 -0.3103 0.0817 0.0195
N 2.972 1.075 0.263 0.2885 -0.1470 0.0137
C 3.050 2.324 0.617 -0.2165 -0.0354 -0.0561
H 6.301 1.194 0.241 -0.0202 -0.0054 0.0141
H 4.307 -0.506 -0.212 -0.0257 -0.0274 0.0101
H 2.192 2.954 0.791 0.0034 -0.0193 0.0342
```
Forces are in eV/Å.

* LUMO energy (spin up / spin down): 3.858 / 3.779 eV
* relative energy (zero: lowest compared OMol25 entry of this formula, charge and spin): 0.0 kJ/mol
* HOMO-LUMO gap (spin up / spin down): 0.197 / 0.200 hartree
* multiplicity: 5
* net charge: -2
* total energy: -225853.4261 eV
* strongest force on any atom: 1.2 eV/A

---

[4]
ORCA calculation (ωB97M-V with the def2-TZVPD basis set) on a molecular structure, C54H49CdN12O2PS.

Structure (XYZ):
```
120
Properties=species:S:1:pos:R:3:forces:R:3
Cd 0.909 1.122 -0.139 0.4235 -0.1003 -0.4152
O 2.675 2.470 -0.863 0.1086 0.0654 0.1352
N 3.995 2.587 -0.858 -0.0639 -0.1120 -0.0473
C 4.500 3.667 -0.213 -0.0138 -0.0350 0.0000
C 5.838 3.927 -0.160 0.0372 -0.0090 -0.0418
C 6.705 3.041 -0.816 -0.0082 0.0393 0.0294
C 6.187 1.952 -1.459 -0.0375 -0.0308 -0.0168
C 4.797 1.663 -1.491 0.0399 0.0336 0.0008
S 4.181 0.252 -2.213 -0.0341 0.0217 -0.0027
H 3.739 4.282 0.243 -0.0081 0.0076 -0.0211
H 6.193 4.798 0.370 0.0016 0.0032 -0.0102
H 7.773 3.215 -0.813 -0.0022 0.0015 -0.0039
H 6.824 1.249 -1.975 0.0063 -0.0034 0.0134
C 3.438 3.822 -5.730 0.0206 -0.0039 0.0091
C 2.763 4.374 -4.649 0.0038 0.0013 0.0100
C 1.991 3.571 -3.826 -0.0261 0.0038 -0.0236
C 1.877 2.205 -4.080 0.1418 -0.0208 0.1040
C 2.584 1.651 -5.142 0.0241 0.0084 0.0184
C 3.349 2.460 -5.972 0.0174 -0.0025 0.0188
P 0.900 1.196 -2.917 -0.8054 -0.0244 -0.0688
C 0.388 -0.269 -3.911 0.1024 0.0452 -0.1200
C 0.027 -0.280 -5.260 -0.0152 0.0152 0.0245
C -0.380 -1.450 -5.880 -0.0063 -0.0018 -0.0006
C -0.415 -2.644 -5.172 -0.0122 -0.0032 -0.0033
C -0.022 -2.661 -3.844 -0.0168 0.0163 -0.0014
C 0.378 -1.481 -3.228 0.0313 -0.0013 -0.0330
C -0.665 2.225 -2.916 0.1014 0.1233 -0.0660
C -1.252 2.537 -4.116 -0.0408 -0.0621 0.0224
C -2.376 3.376 -4.216 0.0018 -0.0028 -0.0175
C -2.874 3.965 -3.094 -0.0264 -0.0179 0.0136
C -2.272 3.734 -1.836 0.0136 -0.0058 -0.0210
C -2.744 4.438 -0.699 -0.0507 -0.0065 -0.0088
C -2.142 4.279 0.511 0.0114 -0.0270 0.0436
C -1.077 3.358 0.642 -0.0111 0.0203 0.0111
C -0.600 2.623 -0.415 -0.0010 -0.1371 0.0547
C -1.172 2.832 -1.712 0.0095 0.0553 0.0447
H 4.045 4.449 -6.371 -0.0165 0.0024 -0.0107
H 2.841 5.434 -4.444 0.0064 -0.0033 0.0040
H 1.479 4.003 -2.975 -0.0093 0.0026 -0.0109
H 2.559 0.584 -5.314 -0.0034 0.0005 -0.0072
H 3.889 2.017 -6.800 0.0062 -0.0017 0.0075
H 0.080 0.627 -5.846 0.0175 -0.0111 -0.0090
H -0.668 -1.431 -6.924 0.0163 -0.0029 -0.0029
H -0.731 -3.557 -5.660 0.0047 0.0007 0.0022
H -0.018 -3.593 -3.292 -0.0174 0.0006 0.0004
H 0.715 -1.481 -2.202 0.0403 -0.0501 0.0505
H -0.833 2.151 -5.034 -0.0181 0.0039 0.0032
H -2.817 3.569 -5.186 0.0034 -0.0002 0.0008
H -3.722 4.639 -3.150 0.0090 0.0067 0.0022
H -3.583 5.114 -0.822 0.0226 0.0224 -0.0087
H -2.487 4.837 1.375 0.0134 0.0109 -0.0067
H -0.632 3.234 1.626 -0.0479 -0.0595 0.0068
C -4.539 1.407 0.190 0.0180 -0.0104 0.0964
N -3.507 0.472 -0.220 0.0728 0.0620 0.0001
C -2.350 0.204 0.386 0.0453 -0.0103 -0.0028
N -1.671 -0.702 -0.297 -0.0203 -0.0182 -0.0739
C -2.497 -0.949 -1.353 0.0133 -0.0204 -0.0085
N -3.618 -0.266 -1.345 -0.0261 -0.0303 0.0179
C -5.530 0.815 1.167 -0.0609 -0.0054 -0.0376
C -6.885 1.109 1.068 -0.0360 -0.0148 0.1101
C -7.787 0.611 2.004 0.1014 0.0136 0.0040
C -7.351 -0.205 3.035 -0.0159 0.0173 -0.0993
C -5.999 -0.521 3.122 -0.0121 0.0524 0.0285
C -5.097 0.000 2.201 -0.0356 -0.0747 -0.0120
C -5.508 -1.438 4.149 -0.1076 -0.0352 0.0166
N -6.152 -2.121 5.033 0.1285 0.0074 -0.0151
N -5.202 -2.911 5.682 -0.0815 0.0758 -0.0546
C -4.071 -2.638 5.135 0.0141 -0.0157 0.0143
O -4.181 -1.701 4.163 0.0292 -0.0541 -0.0107
C -2.752 -3.229 5.348 -0.1237 -0.0767 0.1089
C -2.615 -4.390 6.099 0.0614 -0.0595 -0.0313
C -1.363 -4.979 6.205 -0.0305 0.0533 -0.0284
C -0.267 -4.414 5.567 -0.0082 -0.0029 0.0899
C -0.402 -3.240 4.835 0.1079 0.0130 0.0305
C 0.807 -2.660 4.133 -0.0028 -0.0150 0.0256
N 0.673 -1.270 3.748 0.0976 -0.0259 -0.0100
C 0.123 -0.736 2.655 -0.1608 0.0178 0.0527
N 0.281 0.574 2.654 -0.1352 -0.0175 0.1979
C 0.962 0.788 3.812 -0.1084 0.1679 0.0062
N 1.222 -0.294 4.508 0.0461 -0.0202 -0.0169
C -1.648 -2.652 4.736 0.0172 0.0710 -0.1679
H -5.042 1.752 -0.710 0.0451 -0.0063 -0.0277
H -4.027 2.259 0.641 -0.0334 0.0282 -0.0488
H -2.026 0.704 1.286 0.0438 0.0141 -0.0045
H -2.259 -1.639 -2.146 0.0155 0.0104 -0.0066
H -7.241 1.728 0.253 0.0058 0.0079 0.0041
H -8.837 0.857 1.921 -0.0018 -0.0152 -0.0104
H -8.044 -0.615 3.758 0.0039 0.0011 0.0028
H -4.052 -0.263 2.283 -0.0093 0.0099 0.0071
H -3.485 -4.831 6.566 0.0072 0.0131 0.0144
H -1.242 -5.888 6.779 0.0016 0.0056 -0.0012
H 0.706 -4.886 5.650 -0.0046 0.0000 0.0073
H 1.034 -3.238 3.234 -0.0043 0.0238 -0.0410
H 1.677 -2.697 4.787 0.0037 -0.0693 -0.0044
H -0.370 -1.323 1.896 0.0372 -0.0202 -0.0340
H 1.263 1.767 4.148 0.0270 -0.0126 -0.0103
H -1.780 -1.746 4.162 0.0172 0.0385 0.0188
C 2.044 -4.672 0.260 -0.0010 -0.0059 0.0065
C 1.117 -3.779 -0.539 -0.0256 -0.0270 0.0662
N 1.029 -2.493 0.140 0.3465 0.1024 -0.1932
C 2.187 -1.845 0.541 -0.3981 -0.3146 0.0098
N 2.138 -0.562 0.660 0.3686 0.5246 -0.0114
C 3.310 0.151 1.178 0.1151 -0.1147 0.2049
C 4.165 -0.710 2.087 -0.0470 -0.0559 -0.0423
C 4.478 -1.991 1.341 0.0532 -0.0187 0.0574
N 3.235 -2.634 0.928 -0.0056 0.0919 -0.0178
C 3.386 -3.984 0.401 -0.0161 -0.0109 -0.0078
H 2.170 -5.636 -0.233 0.0096 0.0038 -0.0067
H 1.614 -4.848 1.249 -0.0099 -0.0196 -0.0050
H 0.115 -4.206 -0.589 -0.0168 0.0337 -0.0167
H 1.492 -3.670 -1.564 0.0269 -0.0156 0.0188
H 0.377 -1.837 -0.275 -0.2442 -0.0256 0.1818
H 2.969 1.050 1.697 -0.0171 -0.0450 0.0370
H 3.908 0.468 0.329 0.0082 0.0132 -0.0262
H 3.644 -0.936 3.022 -0.0034 0.0100 -0.0043
H 5.090 -0.186 2.329 -0.0051 -0.0057 0.0290
H 5.006 -2.700 1.982 0.0110 -0.0016 -0.0074
H 5.112 -1.783 0.471 -0.0480 0.0168 -0.0243
H 4.026 -4.534 1.093 0.0159 0.0102 -0.0009
H 3.902 -3.953 -0.568 -0.0026 0.0048 0.0038
```
Forces are in eV/Å.

* LUMO energy: -0.104 eV
* relative energy (zero: lowest compared OMol25 entry of this formula, charge and spin): 94.9 kJ/mol
* HOMO-LUMO gap: 0.242 hartree
* net charge: 0
* total energy: -103457.8615 eV
* strongest force on any atom: 0.8 eV/A